This record from the Open Molecules 2025 dataset describes a structure of composition C36H55N11O4PTeY. The level of theory is ωB97M-V with the def2-TZVPD basis set.

Values from the calculation:
- ΔE to the lowest compared entry with this formula, charge and spin: 15.15 kcal per mole
- HOMO energy: -11.759 eV
- Spin multiplicity: 1
- Total charge: +2
- E: -2955.64382 Eh
- Kohn-Sham gap: 5.93 eV
- Largest force on an atom: 0.0085 hartree/bohr

Last column: Mulliken charge in e.
Positions of all 109 atoms, in Å:
Te (-3.427, -1.245, -3.340)  -0.2089
Y (-0.333, -0.627, 0.122)  -0.5780
P (-3.519, -0.052, -1.327)  -0.1681
O (2.017, -0.753, 0.010)  0.5405
O (-3.229, 1.514, -1.529)  -0.1397
O (-2.488, -0.449, -0.273)  -0.5960
O (-4.945, -0.075, -0.625)  -0.4017
N (2.730, -0.799, 4.768)  0.4437
N (1.550, -0.907, 2.904)  0.6848
N (4.960, -2.499, 5.853)  -0.4962
N (5.989, -3.082, 5.399)  -0.6320
N (-0.262, -2.733, -0.961)  2.0390
N (-0.118, -0.245, -2.244)  0.0884
N (-0.386, 1.765, -0.162)  -0.1517
N (4.982, -1.182, 5.501)  0.6809
N (-1.177, -2.332, 1.525)  2.5198
N (-1.098, 0.258, 2.190)  2.1270
N (3.148, -2.686, -0.377)  0.1384
C (3.072, -1.323, -0.296)  -1.0097
C (-0.085, 2.286, 1.184)  -0.7301
C (-1.030, 1.713, 2.259)  -1.2586
C (-0.856, -5.113, -1.012)  -2.2326
C (6.754, -2.160, 4.710)  0.5507
C (-0.736, -3.768, -0.380)  0.1146
C (7.999, -2.304, 4.088)  -0.6720
C (1.313, -2.034, 3.668)  -0.0505
C (2.956, 1.138, 3.189)  -1.1599
C (5.190, -0.889, 0.810)  0.6549
C (4.123, -3.019, 1.886)  0.6560
C (-5.294, -0.992, 0.430)  0.1051
C (-1.299, -3.561, 1.011)  0.3836
C (0.251, 1.170, -2.495)  -1.0563
C (0.176, -2.707, -2.362)  -1.1769
C (0.734, -1.328, -2.772)  -1.3215
C (7.836, 0.046, 3.491)  -0.7171
C (-2.497, -2.900, 3.399)  -0.7574
C (4.369, -0.609, -0.474)  -1.6745
C (-2.336, -0.011, 4.285)  -2.0147
C (2.037, -1.987, 4.815)  -1.6681
C (-2.009, -4.539, 1.698)  -0.6462
C (-5.288, 2.469, -2.492)  -1.2353
C (2.981, -3.392, 0.915)  -0.2455
C (5.354, -2.355, 1.240)  -1.1903
C (6.630, 0.209, 4.132)  -0.8571
C (8.518, -1.190, 3.471)  -0.5429
C (0.627, 1.953, -1.221)  -0.1542
C (3.777, -0.434, 5.710)  -1.6552
C (-2.592, -4.198, 2.911)  -1.6059
C (-1.700, -0.496, 3.023)  0.2718
C (6.092, -0.932, 4.734)  1.3116
C (-5.330, -2.432, -0.029)  -0.8485
C (-3.796, 2.292, -2.625)  -0.4781
C (-1.779, -1.966, 2.662)  0.2346
C (2.413, -0.189, 3.590)  0.6528
H (-1.853, -5.221, -1.449)  0.3159
H (-4.583, -0.852, 1.248)  -0.1447
H (3.740, -2.344, 2.657)  -0.6625
H (6.147, 1.180, 4.177)  0.4568
H (2.010, -3.122, 1.327)  -0.7833
H (-2.624, 1.034, 4.195)  0.4747
H (1.580, 1.592, -0.824)  -0.0553
H (-5.548, 2.911, -1.530)  0.2947
H (0.948, -3.460, -2.542)  0.4991
H (4.734, -0.345, 1.638)  -0.4478
H (-0.684, 2.061, 3.236)  0.6157
H (-0.131, -5.229, -1.815)  0.4649
H (2.787, 1.278, 2.122)  -0.1830
H (-5.633, 3.136, -3.284)  0.4151
H (0.678, -2.834, 3.335)  0.5615
H (0.783, -1.301, -3.865)  0.5146
H (-3.219, -0.583, 4.555)  0.5539
H (6.146, -2.369, 1.989)  0.0616
H (-1.618, -0.097, 5.106)  0.3023
H (3.990, 0.628, 5.621)  0.5672
H (-2.128, -5.534, 1.298)  0.5526
H (-0.689, -2.941, -2.987)  0.5574
H (4.900, -1.015, -1.338)  0.4738
H (6.177, -0.451, 0.661)  0.5668
H (-4.339, -2.780, -0.328)  0.0110
H (-2.039, 2.110, 2.107)  0.5685
H (0.945, 2.003, 1.420)  -0.1153
H (-3.146, -4.941, 3.469)  0.4886
H (2.476, 1.955, 3.733)  0.4946
H (-1.054, -0.402, -2.646)  -0.2452
H (-0.615, 1.649, -2.956)  0.3376
H (5.745, -2.957, 0.411)  0.5450
H (8.293, 0.900, 3.010)  0.4607
H (1.073, 1.248, -3.209)  0.4799
H (-3.275, 3.247, -2.575)  0.3581
H (-0.712, -5.916, -0.293)  0.5889
H (2.165, -2.685, 5.624)  0.5311
H (-5.693, -3.060, 0.787)  0.3965
H (-3.533, 1.793, -3.560)  0.4122
H (-5.813, 1.520, -2.595)  0.2788
H (-2.979, -2.636, 4.327)  0.5627
H (9.476, -1.250, 2.973)  0.4125
H (4.034, -2.961, -0.784)  0.5237
H (4.031, 1.205, 3.366)  -0.0379
H (1.747, -1.198, -2.399)  0.4140
H (0.764, 3.006, -1.485)  0.6993
H (-1.314, 2.037, -0.485)  0.1200
H (4.447, -3.921, 2.407)  0.7819
H (-6.000, -2.552, -0.879)  0.3539
H (4.220, 0.459, -0.621)  0.3420
H (-0.145, 3.378, 1.233)  0.4952
H (8.519, -3.252, 4.100)  0.4547
H (2.972, -4.459, 0.697)  0.6842
H (3.418, -0.641, 6.716)  0.3241
H (-6.275, -0.661, 0.762)  0.4402

This record from the Open Molecules 2025 dataset describes a structure of composition C36H56As3ClCsN3O16PS2 at a distorted geometry. The level of theory is ωB97M-V with the def2-TZVPD basis set.

Values from the calculation:
- ΔE to the lowest compared entry with this formula, charge and spin: 40.69 kcal per mole
- HOMO energy: -6.131 eV
- Spin multiplicity: 1
- Total charge: -1
- E: -11098.44823 Eh
- Kohn-Sham gap: 7.79 eV
- Largest force on an atom: 0.0270 hartree/bohr

Last column: Mulliken charge in e.
Positions of all 119 atoms, in Å:
Cs (-0.057, -1.160, 1.157)  0.7541
As (-3.452, 7.630, 1.625)  0.2822
As (-0.284, 3.254, 1.624)  0.9088
As (-2.068, 2.819, -2.229)  0.1888
Cl (-2.967, -0.915, 2.999)  1.6976
S (-3.355, -2.060, -0.694)  0.3345
S (0.311, -4.090, -1.368)  0.7289
P (2.337, -0.448, -1.513)  0.6272
O (1.065, -3.051, -0.618)  0.0848
O (4.827, 2.542, 3.145)  -0.6359
O (2.458, -0.247, 1.685)  0.0018
O (-1.855, -2.039, -0.755)  0.0915
O (3.363, -4.050, 1.708)  -0.6175
O (3.636, -1.304, -1.060)  0.1735
O (2.733, 2.049, 3.186)  -0.4732
O (-2.150, -2.108, 2.899)  -0.6215
O (-4.224, -1.183, 2.322)  -0.7363
O (1.691, -2.916, 2.424)  -0.7317
O (7.675, -0.928, 4.965)  -0.6581
O (-3.203, -0.579, 4.369)  -0.7448
O (3.013, 0.957, -2.042)  -0.4940
O (7.276, -2.986, 4.462)  -0.6589
O (-2.310, 0.182, 2.321)  -0.4440
O (2.121, -1.119, -2.989)  -0.4965
N (6.990, -1.796, 4.446)  1.0211
N (2.880, -3.044, 2.203)  1.3454
N (3.907, 1.737, 3.172)  0.9188
C (-3.348, 6.165, 0.284)  -2.1791
C (-0.985, 5.879, -0.512)  -1.6873
C (-2.887, -2.754, -3.321)  -0.1438
C (-5.209, -2.496, -2.710)  -0.7361
C (-1.915, 4.370, 1.330)  -1.3086
C (-4.615, -3.063, -4.969)  -0.5080
C (-3.903, 6.620, 3.249)  -0.9956
C (2.901, -4.920, -1.676)  -0.3371
C (1.277, -6.117, -3.009)  -0.4215
C (-2.785, -4.760, -0.337)  -0.6877
C (2.290, -6.897, -3.546)  -0.7348
C (3.607, -6.692, -3.149)  -0.4890
C (4.945, -2.365, 3.235)  -0.3466
C (0.931, 4.724, 2.090)  -1.2835
C (-1.612, 8.093, 2.125)  -0.7681
C (-2.837, 4.268, -1.104)  -2.0772
C (5.408, -0.054, 3.755)  -0.3943
C (4.729, -1.536, -1.945)  -0.8671
C (-1.541, -4.816, 0.566)  -0.1607
C (-3.861, -2.499, -2.372)  0.4866
C (3.910, -5.706, -2.220)  -0.9476
C (3.779, -1.983, 2.627)  -0.3800
C (-2.344, 1.320, -1.010)  0.0483
C (-0.114, 2.936, -2.101)  -0.4662
C (1.594, -5.146, -2.069)  0.2346
C (3.370, -0.607, 2.427)  0.5709
C (3.178, 1.959, -1.037)  -0.6063
C (4.245, 0.315, 3.148)  -0.5812
C (-0.280, -5.320, -0.155)  -1.3625
C (5.772, -1.399, 3.789)  -0.7574
C (-5.585, -2.788, -4.011)  -0.7123
C (0.881, -0.870, -3.629)  -0.5390
C (-2.215, 5.134, 0.020)  3.5616
C (-3.271, -3.043, -4.626)  -0.8492
C (-0.732, 2.805, 3.462)  -1.1799
C (-3.771, -3.658, 0.079)  -0.9909
H (-1.740, -5.485, 1.406)  0.6113
H (-4.770, 5.990, 3.049)  0.3147
H (-2.769, 3.720, 1.557)  0.5080
H (-2.491, -4.622, -1.381)  0.1611
H (-4.272, 5.616, 0.496)  0.5484
H (4.935, -5.541, -1.913)  0.4506
H (-3.301, -5.722, -0.295)  0.5903
H (0.117, 2.257, 3.877)  0.2655
H (0.737, -1.644, -4.382)  0.2680
H (-5.954, -2.256, -1.960)  0.4749
H (4.398, -7.298, -3.572)  0.3813
H (1.229, 5.291, 1.212)  0.3004
H (0.566, -5.466, 0.520)  0.5481
H (-2.513, -3.245, -5.372)  0.4495
H (-1.334, -3.842, 0.998)  -0.1850
H (-0.188, 5.187, -0.738)  0.2877
H (-0.612, 6.593, 0.220)  0.2148
H (-3.219, 4.971, -1.850)  0.4910
H (-1.006, 7.224, 2.359)  -0.0256
H (5.206, -3.411, 3.304)  0.6281
H (-1.604, 2.160, 3.482)  0.3600
H (-4.163, 7.309, 4.052)  0.4111
H (3.031, 2.929, -1.508)  0.3114
H (0.050, -0.903, -2.916)  0.0392
H (0.436, 5.382, 2.804)  0.2363
H (-1.979, 1.505, -0.002)  0.0930
H (-3.737, -3.463, 1.153)  0.4488
H (-1.127, 8.664, 1.335)  0.3129
H (-1.671, 8.725, 3.012)  0.4139
H (2.055, -7.658, -4.279)  0.3910
H (5.036, -0.611, -2.436)  0.3049
H (-0.477, -6.247, -0.700)  0.6009
H (-1.844, -2.720, -3.029)  0.2396
H (3.111, -4.137, -0.957)  0.2652
H (-1.240, 6.424, -1.426)  0.3992
H (-6.632, -2.787, -4.286)  0.3984
H (-1.832, 0.443, -1.408)  -0.4955
H (6.043, 0.692, 4.212)  0.5992
H (5.549, -1.917, -1.339)  0.2152
H (4.182, 1.915, -0.609)  0.3234
H (-3.408, 1.082, -0.959)  0.4432
H (0.250, 3.838, -2.591)  0.5258
H (-1.848, 5.091, 2.143)  -0.2219
H (0.883, 0.106, -4.122)  0.3630
H (-3.083, 5.987, 3.583)  0.1844
H (0.225, 2.907, -1.072)  -0.2676
H (-0.908, 3.697, 4.068)  0.3671
H (-4.804, -3.862, -0.207)  0.6302
H (-3.535, 6.700, -0.652)  0.5395
H (0.305, 2.075, -2.627)  0.0597
H (1.829, 4.323, 2.563)  0.3944
H (-3.724, 3.762, -0.702)  0.4853
H (0.249, -6.260, -3.325)  0.4514
H (4.454, -2.271, -2.702)  0.2278
H (-4.912, -3.281, -5.987)  0.3841
H (2.455, 1.841, -0.224)  0.0323

Q: Which value of Kohn-Sham gap does entry 2 give?
A: 7.79 eV

Q: What is the formula in the second record?
A: C36H56As3ClCsN3O16PS2

Q: Which value of ΔE to the lowest compared entry with this formula, charge and spin does entry 1 give?
A: 15.15 kcal per mole

Q: Look up the largest force on an atom of the first one.
A: 0.0085 hartree/bohr